# 1
Entry from the Open Molecules 2025 dataset: a molecular structure, C3H2FN in a non-equilibrium geometry (ωB97M-V with the def2-TZVPD basis set).

Structure (XYZ):
```
7
Properties=species:S:1:pos:R:3:forces:R:3
C -0.346170 -0.735765 0.056019 2.21 -1.43 -0.13
C -0.747072 0.725241 0.018845 -2.38 0.97 -0.45
C 0.900914 -0.220440 0.074678 -0.26 1.10 -0.41
N 0.392581 1.272880 -0.003782 1.05 -0.34 0.45
F 2.192308 -0.542569 0.020476 -1.71 0.01 0.11
H -0.636567 -1.771723 -0.135437 -0.51 0.64 0.31
H -1.755995 1.272375 -0.030800 1.60 -0.95 0.11
```
Forces are in eV/Å.

Summary:
energy: -7346.811 eV
relative energy (zero: lowest compared OMol25 entry of this formula, charge and spin): 280.2 kJ/mol
HOMO-LUMO gap: 9.07 eV

# 2
Entry from the Open Molecules 2025 dataset: a molecular structure, C25H26BaN7O2S in a non-equilibrium geometry (ωB97M-V with the def2-TZVPD basis set).

Structure (XYZ):
```
62
Properties=species:S:1:pos:R:3:forces:R:3
Ba -0.216756 1.132122 -0.830487 -1.38 -0.67 -1.76
S -4.004502 3.723838 -2.692469 -0.12 0.00 -0.16
C -3.698618 4.449564 -1.152856 -0.12 0.09 -0.05
C -4.357953 5.509075 -0.535514 0.02 -0.01 0.02
C -3.913858 5.912023 0.708854 0.01 -0.02 -0.01
C -2.831929 5.273317 1.324810 0.00 -0.01 -0.01
C -2.181196 4.222466 0.707753 -0.02 0.03 0.06
C -2.624252 3.804614 -0.547148 0.19 -0.32 -0.17
N -2.078479 2.757049 -1.298348 -1.04 1.01 -0.25
C -2.697902 2.601173 -2.448027 0.16 -0.16 0.02
C -2.346197 1.574622 -3.468766 -0.09 0.27 0.35
C -3.153285 1.505087 -4.613170 0.04 -0.07 -0.02
C -2.880842 0.569106 -5.590611 0.05 -0.04 0.00
C -1.799009 -0.289708 -5.417590 -0.08 0.09 0.02
C -1.013727 -0.194303 -4.275100 0.02 0.01 0.11
C -1.230491 0.730632 -3.231368 -0.50 -0.16 -1.28
H -5.193210 6.005250 -1.011967 0.02 -0.02 -0.01
H -4.408183 6.732860 1.210733 0.01 -0.01 0.00
H -2.500668 5.611730 2.297558 0.01 -0.01 -0.01
H -1.339713 3.739704 1.193128 0.00 -0.01 -0.02
H -3.999256 2.170702 -4.754968 0.03 0.00 0.04
H -3.499185 0.507735 -6.477034 0.01 0.00 0.02
H -1.575822 -1.025794 -6.182542 0.02 0.01 0.04
H -0.177915 -0.890281 -4.203076 0.00 0.03 0.03
N 2.385758 -1.152576 -0.965330 0.00 0.19 0.23
C 2.962756 -0.078755 -0.141264 0.05 -0.03 -0.07
C 4.364395 -0.280898 0.499537 0.07 -0.08 0.03
C 5.077021 -1.625979 0.322291 0.09 0.00 -0.09
C 4.425264 -2.858978 0.968959 -0.07 -0.04 0.07
N 3.538002 -2.525266 2.075132 0.11 -0.20 -0.10
C 3.873498 -2.402161 3.344571 -0.18 0.11 0.04
N 5.043547 -2.843051 3.821105 0.05 0.00 -0.01
N 3.004338 -1.824923 4.182523 0.11 -0.09 0.04
C 1.897150 0.225996 0.921077 0.10 0.57 0.22
O 1.623770 -0.667273 1.747418 -0.05 -0.23 0.18
O 1.274931 1.328433 0.817900 2.72 -0.40 2.45
H 2.127187 -1.950138 -0.396490 -0.01 -0.01 -0.09
H 3.016416 -1.452717 -1.697570 -0.05 0.00 -0.05
H 3.027084 0.797668 -0.785446 0.02 0.03 0.00
H 4.302130 -0.045033 1.564687 0.00 -0.04 0.02
H 5.034630 0.471278 0.083382 -0.01 0.02 -0.02
H 6.082934 -1.498726 0.728807 -0.02 0.00 0.02
H 5.220369 -1.852343 -0.736399 0.00 0.05 -0.02
H 5.186920 -3.568352 1.288261 0.03 -0.04 0.03
H 3.817464 -3.406299 0.251511 -0.02 0.03 -0.05
H 2.680976 -2.018138 1.797543 0.02 0.21 0.29
H 5.666980 -3.371854 3.239935 0.01 -0.02 -0.01
H 5.234312 -2.827110 4.807399 -0.01 0.01 -0.01
H 2.186089 -1.369950 3.808742 -0.06 0.11 -0.16
H 3.230006 -1.685714 5.151095 0.00 -0.02 -0.02
N -4.702358 -4.607882 2.789022 0.04 0.02 -0.01
C -4.037342 -3.837336 2.258290 0.14 0.21 -0.14
C -3.197236 -2.861271 1.593086 -0.26 -0.31 0.22
C -2.719977 -1.762482 2.293935 0.03 0.06 0.06
C -1.910095 -0.867920 1.620845 0.06 -0.08 -0.13
N -1.577082 -1.010676 0.333933 -0.21 -0.17 0.17
C -2.055133 -2.065478 -0.332485 0.00 0.13 0.05
C -2.864508 -3.020844 0.256545 0.02 -0.03 -0.12
H -2.972699 -1.611975 3.333672 0.00 0.00 -0.01
H -1.501510 -0.005664 2.136569 0.01 -0.01 -0.01
H -1.790426 -2.136068 -1.381459 0.02 0.02 0.00
H -3.232612 -3.862130 -0.313124 0.00 0.01 0.01
```
Forces are in eV/Å.

Summary:
energy: -52397.949 eV
net charge: +1
relative energy (zero: lowest compared OMol25 entry of this formula, charge and spin): 181.7 kJ/mol
HOMO-LUMO gap: 6.84 eV

# 3
Entry from the Open Molecules 2025 dataset: a molecular structure, C31H35ClCoN2O4Si in a non-equilibrium geometry (ωB97M-V with the def2-TZVPD basis set).

Structure (XYZ):
```
75
Properties=species:S:1:pos:R:3:forces:R:3
Co -0.039928 0.152460 0.218340 -0.20 -1.46 -0.15
N 1.562430 -0.816559 -0.988201 -0.12 -0.15 -0.08
C 1.561087 -2.213767 -0.528588 0.03 0.20 -0.05
C 1.132470 -2.267964 0.938692 -0.01 0.08 0.06
O 1.161276 -3.340946 1.517606 -0.04 0.06 0.02
O 0.746423 -1.142234 1.439019 0.21 0.30 0.26
H 1.766273 -0.741845 -1.977454 0.02 -0.08 -0.02
H 2.276021 -0.288840 -0.493071 -0.05 0.14 0.01
H 2.527251 -2.710298 -0.618988 0.04 -0.02 -0.02
H 0.833835 -2.783121 -1.108874 0.01 -0.02 -0.02
C -2.997908 3.013430 -0.878117 -0.11 0.02 -0.07
C -1.859285 2.125749 -1.280558 -0.24 0.29 -0.26
O -1.549284 1.215284 -0.528947 0.31 0.21 0.26
C -1.174666 2.346672 -2.573063 0.08 0.06 0.04
C -0.198796 1.449387 -3.001608 0.01 -0.08 0.04
C 0.455329 1.648155 -4.204239 -0.04 0.03 -0.01
C 0.146179 2.757061 -4.983872 -0.01 -0.05 0.03
C -0.817743 3.660835 -4.558441 0.04 0.03 -0.07
C -1.480068 3.453866 -3.361004 -0.06 0.07 0.00
H -3.413053 2.654705 0.058767 0.02 0.00 0.02
H -3.770758 3.022484 -1.648844 0.02 0.03 0.01
H -2.638866 4.035956 -0.743892 -0.02 -0.02 -0.02
H 0.048055 0.604567 -2.371881 0.01 0.03 -0.02
H 1.210111 0.945334 -4.534097 -0.01 0.02 0.00
H 0.654817 2.914260 -5.926728 0.01 0.01 0.03
H -1.048466 4.529895 -5.160807 -0.01 -0.02 0.01
H -2.229752 4.164624 -3.038469 0.04 -0.01 -0.01
Cl -4.179061 -2.519123 -2.675159 0.01 -0.01 0.01
C -3.334513 -2.341245 -1.175394 0.00 -0.07 -0.03
C -3.784861 -2.967851 -0.025725 -0.04 -0.04 0.06
C -3.064296 -2.784616 1.140364 -0.01 -0.03 -0.04
C -1.925917 -1.994050 1.118192 0.01 -0.12 0.01
N -1.508846 -1.389540 0.003691 0.15 0.49 0.09
C -2.197878 -1.561290 -1.124889 0.09 0.07 -0.05
H -4.671627 -3.587957 -0.052346 0.02 0.04 0.00
H -3.374366 -3.255015 2.063052 0.03 0.00 -0.02
H -1.301035 -1.857413 1.992253 -0.03 0.04 -0.04
H -1.834554 -1.059612 -2.014571 -0.02 0.02 0.05
C 2.522973 5.562224 0.562481 -0.01 0.02 -0.03
C 1.670638 4.405298 0.025790 0.01 0.04 0.14
C 0.223282 4.876746 -0.144139 0.03 0.01 -0.05
C 2.221756 3.977635 -1.339576 -0.02 0.02 -0.03
Si 1.682240 2.883460 1.190317 -0.05 -0.16 -0.12
O 1.137913 1.597029 0.406280 -0.13 0.15 -0.09
C 3.464753 2.617263 1.728099 0.08 -0.02 0.11
C 3.937722 2.964307 2.996776 0.03 0.02 -0.08
C 5.271242 2.780146 3.345349 -0.02 -0.02 -0.03
C 6.163504 2.249395 2.424151 -0.04 0.01 -0.01
C 5.716244 1.896773 1.156546 -0.03 0.02 0.00
C 4.380646 2.072749 0.819859 0.00 0.01 0.07
C 0.599686 3.255973 2.693863 -0.07 -0.03 0.06
C -0.417824 2.353748 3.022199 0.06 0.16 0.07
C -1.287158 2.587300 4.081108 0.03 0.01 -0.01
C -1.156078 3.740411 4.842352 -0.01 -0.01 -0.02
C -0.148971 4.649239 4.544390 0.00 -0.05 -0.03
C 0.716781 4.404376 3.485279 -0.05 -0.03 0.03
H 2.574808 6.374007 -0.176532 -0.03 -0.06 0.04
H 3.546249 5.242528 0.777962 -0.04 0.02 -0.02
H 2.102958 5.987349 1.478209 0.03 -0.01 -0.07
H 0.162225 5.696562 -0.873465 0.00 -0.05 0.02
H -0.204199 5.226013 0.799384 0.01 -0.02 -0.03
H -0.396402 4.055193 -0.511176 0.01 0.05 0.01
H 2.071934 4.779427 -2.076051 0.03 -0.03 0.04
H 1.721208 3.077897 -1.706230 0.01 0.03 -0.01
H 3.295260 3.774545 -1.288290 -0.04 -0.01 0.00
H 3.253767 3.385910 3.727105 0.04 -0.07 -0.02
H 5.614153 3.046231 4.338537 -0.01 0.00 -0.03
H 7.202465 2.106293 2.694442 -0.01 0.00 -0.01
H 6.410567 1.489115 0.430679 -0.02 -0.02 0.03
H 4.038963 1.778959 -0.169295 0.03 0.01 0.04
H -0.518363 1.443602 2.443486 -0.02 -0.07 0.00
H -2.062616 1.867863 4.318197 0.02 0.01 -0.02
H -1.834309 3.927745 5.666592 0.03 0.00 -0.02
H -0.038928 5.546850 5.140846 0.02 0.00 -0.01
H 1.500185 5.125504 3.279227 -0.03 -0.02 0.02
```
Forces are in eV/Å.

Summary:
energy: -101915.660 eV
spin multiplicity: 2
expectation value of S²: 0.91
relative energy (zero: lowest compared OMol25 entry of this formula, charge and spin): 72.6 kJ/mol
HOMO-LUMO gap (spin up / spin down): 7.65 / 7.65 eV

# 4
Entry from the Open Molecules 2025 dataset: 2 unconnected molecules or ions with the total composition CH2BrNOS in a non-equilibrium geometry (ωB97M-V with the def2-TZVPD basis set).

Structure (XYZ):
```
7
Properties=species:S:1:pos:R:3:forces:R:3
C 1.753983 -0.065059 1.061311 0.90 -0.17 -0.55
N 1.735831 -1.266179 0.992547 -1.25 -0.62 -0.07
O -0.451291 -1.561794 -0.969782 0.60 -0.24 -0.38
S 2.122429 1.457210 1.036158 -0.34 0.17 0.27
Br 0.996925 -2.022220 -1.791168 -0.24 0.32 -1.78
H 0.889015 -1.658854 -3.283468 -0.20 -0.27 1.52
H 0.945936 -1.802332 0.564603 0.53 0.81 0.98
```
Forces are in eV/Å.

Summary:
energy: -85480.062 eV
relative energy (zero: lowest compared OMol25 entry of this formula, charge and spin): 428.2 kJ/mol
HOMO-LUMO gap: 8.89 eV

# 5
Entry from the Open Molecules 2025 dataset: a molecular structure, C22H27CsN5O5S (ωB97M-V with the def2-TZVPD basis set).

Structure (XYZ):
```
61
Properties=species:S:1:pos:R:3:forces:R:3
Cs -0.416789 0.050540 -0.667656 -0.45 -0.45 0.15
O 6.236226 -0.213052 -1.432619 0.02 -0.01 -0.04
C 4.924695 0.138562 -1.277449 -0.04 0.02 0.00
C 4.102085 0.405894 -2.361389 0.07 0.02 0.05
C 2.777248 0.737700 -2.116994 -0.09 0.07 -0.09
N 2.290307 0.846858 -0.879974 0.25 -0.14 0.02
C 3.087735 0.575954 0.159097 -0.07 0.07 0.06
C 4.414900 0.212107 0.011753 0.03 0.07 -0.10
C 2.469804 0.576798 1.577315 0.10 -0.05 -0.18
O 3.266709 0.561205 2.524185 -0.04 -0.03 0.05
O 1.205623 0.523405 1.627495 0.10 0.01 0.13
C 1.797298 0.925764 -3.298539 0.09 -0.11 0.11
O 2.162441 1.689048 -4.200642 0.01 0.00 -0.03
O 0.737333 0.244170 -3.210579 0.12 0.26 -0.10
H 6.436632 -0.219837 -2.374845 0.00 0.00 0.03
H 4.461355 0.362810 -3.383458 0.00 0.00 0.01
H 5.018601 0.000550 0.881678 0.00 0.00 -0.01
C -1.140904 3.334864 -2.976285 0.01 0.02 0.01
C -2.065122 2.641457 -2.003021 0.04 0.03 -0.04
C -2.100571 3.010202 -0.656381 -0.01 0.00 0.06
C -1.303199 4.194531 -0.163453 0.00 0.00 -0.01
C -2.841950 2.250465 0.258514 -0.07 0.05 0.05
C -2.751808 2.582636 1.731488 -0.01 -0.01 0.01
C -3.592742 1.155920 -0.181984 -0.09 0.03 0.02
C -4.435967 0.366737 0.794257 0.00 -0.04 0.01
C -3.548184 0.777054 -1.530354 0.03 0.05 0.00
C -4.186982 -0.519671 -1.976294 -0.05 0.06 -0.03
C -2.813668 1.542018 -2.441558 0.00 -0.06 -0.12
C -2.740449 1.152786 -3.898512 0.00 0.02 -0.01
H -0.673717 2.616039 -3.649607 0.00 -0.01 0.01
H -0.326370 3.843568 -2.466084 -0.01 0.00 0.00
H -1.668408 4.077838 -3.583410 -0.01 -0.01 -0.01
H -0.291987 3.900061 0.136221 -0.01 0.00 -0.01
H -1.775283 4.658355 0.700921 0.00 0.00 0.00
H -1.207823 4.957511 -0.933089 0.00 -0.01 0.00
H -3.353203 3.458229 1.995203 0.00 0.00 -0.01
H -1.721390 2.798514 2.016275 0.00 0.01 -0.02
H -3.084309 1.757484 2.355992 0.01 -0.01 -0.01
H -3.861654 -0.423392 1.290204 0.01 0.00 -0.02
H -5.274654 -0.112508 0.293513 -0.01 0.01 -0.01
H -4.852953 1.008466 1.568610 0.01 0.01 -0.01
H -3.599965 -0.989185 -2.763698 0.00 0.00 0.00
H -5.198034 -0.369637 -2.368337 0.00 -0.01 0.01
H -4.248792 -1.235343 -1.159329 0.01 0.00 0.01
H -1.813939 0.606058 -4.108306 0.00 0.00 0.01
H -2.733173 2.037946 -4.534363 0.00 0.00 0.01
H -3.587426 0.541495 -4.202012 0.00 0.00 0.01
C 2.567165 -2.451810 3.609128 -0.03 -0.05 0.02
C 1.634686 -3.007059 2.602758 0.04 0.07 -0.03
N 1.870370 -3.983274 1.777164 -0.06 -0.01 -0.01
N 0.712794 -4.090344 1.053730 -0.01 -0.02 -0.02
C -0.230343 -3.200906 1.400412 0.02 -0.02 0.00
S -1.792966 -3.005197 0.808621 0.01 -0.02 0.02
N 0.374941 -2.505255 2.397543 0.01 -0.01 -0.04
N -0.181399 -1.455010 3.122070 -0.03 0.01 0.11
H 3.421356 -3.118642 3.699249 0.01 0.01 0.00
H 2.058287 -2.360719 4.569357 0.00 -0.02 0.00
H 2.902652 -1.451127 3.320449 -0.02 0.01 -0.02
H 0.620613 -4.772131 0.323297 0.01 -0.01 0.02
H 0.224907 -0.593653 2.727067 0.09 0.20 0.01
H -1.177155 -1.483812 2.916130 -0.01 -0.01 -0.02
```
Forces are in eV/Å.

Summary:
energy: -52328.577 eV
net charge: -1
relative energy (zero: lowest compared OMol25 entry of this formula, charge and spin): 29.2 kJ/mol
HOMO-LUMO gap: 7.55 eV

# 6
Entry from the Open Molecules 2025 dataset: a molecular structure, CH4N3O3 in a non-equilibrium geometry (ωB97M-V with the def2-TZVPD basis set).

Structure (XYZ):
```
11
Properties=species:S:1:pos:R:3:forces:R:3
C -0.284208 0.176560 0.378005 1.64 -2.18 -1.03
N -0.535852 0.696106 1.508259 -0.32 0.36 -1.52
N -0.337355 0.870823 -0.904431 2.37 0.74 1.29
N 0.614061 -1.484070 0.098674 -0.56 2.96 1.19
O -1.260047 1.449389 -1.355851 -0.65 -0.12 -0.53
O 0.862921 0.831445 -1.256263 -1.78 0.86 -0.19
O 0.931490 -1.560815 -1.164360 -0.11 -0.29 -1.02
H -1.053389 1.550461 1.601692 -0.18 0.83 0.07
H -0.287717 0.222945 2.337561 0.30 -0.82 1.20
H -0.351901 -1.763541 0.137135 -0.66 -1.81 -0.05
H 1.701998 -0.989301 -1.380420 -0.05 -0.53 0.60
```
Forces are in eV/Å.

Summary:
energy: -11699.402 eV
net charge: +1
relative energy (zero: lowest compared OMol25 entry of this formula, charge and spin): 665.8 kJ/mol
HOMO-LUMO gap: 9.29 eV

# 7
Entry from the Open Molecules 2025 dataset: a single C8H11N3S molecule in a non-equilibrium geometry (ωB97M-V with the def2-TZVPD basis set).

Structure (XYZ):
```
23
Properties=species:S:1:pos:R:3:forces:R:3
C 1.713314 -0.545996 -1.655939 -1.55 -0.70 0.52
C 1.021923 0.578770 -0.820344 -0.66 -1.49 -1.41
C 1.124439 1.751673 -1.543000 -0.24 1.16 1.80
C 0.671781 2.914788 -0.932818 -0.98 3.74 -1.50
C 0.229499 3.088387 0.336919 2.01 -7.60 0.61
C 0.307460 1.784709 1.086703 -2.86 0.02 0.16
C 0.305494 0.483357 0.453220 3.07 2.40 -2.68
N 0.262636 -0.840617 1.030473 0.09 0.30 -1.14
N -0.700222 -1.769920 0.494178 -4.00 1.38 3.03
C -1.875347 -2.169650 1.311439 0.90 3.01 -0.80
N -2.416298 -3.376859 0.792538 -1.64 1.80 1.08
S -2.486720 -1.093261 2.468834 0.64 -1.92 -0.88
H 2.464597 -1.083231 -1.078632 0.58 0.56 0.01
H 1.074379 -1.478295 -1.955755 0.57 2.13 0.01
H 2.072505 0.126819 -2.479353 0.20 -2.13 0.30
H 1.744543 1.906080 -2.423975 -0.49 -0.48 -0.05
H 0.578160 3.907797 -1.449638 0.74 -1.17 -0.38
H 0.158112 3.986870 0.801668 -0.60 2.35 1.31
H 0.014228 1.848841 2.147879 0.17 -0.25 -0.37
H 0.080707 -0.562964 1.960081 -0.85 -1.23 1.86
H -0.556782 -2.681782 0.184156 3.10 -1.36 -1.04
H -2.530280 -3.123848 -0.309107 -0.70 -1.48 3.50
H -3.258128 -3.651667 1.580472 2.49 0.96 -3.93
```
Forces are in eV/Å.

Summary:
energy: -23775.183 eV
SMILES: Cc1ccccc1NNC(N)=S
relative energy (zero: lowest compared OMol25 entry of this formula, charge and spin): 451.5 kJ/mol
HOMO-LUMO gap: 8.69 eV